No. 1
A structure of composition C50H39HfN2OP2S3 at a distorted geometry. Source: the OMol25 dataset; level of theory: ωB97M-V/def2-TZVPD.

Calculated values
E in eV: -109873.42554
Net charge: +3
LUMO energy in eV: -9.5
Frontier orbital gap in eV: 5.058
Energy relative to the best compared isomer or geometry (same formula, charge and spin) in kcal per mole: 19.89
Largest force on an atom in eV Å⁻¹: 4.1

Geometry (Å):
Hf  0.18880  -0.16204  0.53391
C  1.35698  -3.65237  0.74365
C  0.85301  -2.83762  1.78647
C  -0.46690  -2.37198  1.67494
C  -1.17054  -2.49825  0.53117
C  -0.61915  -3.13298  -0.58846
C  0.62887  -3.77726  -0.42517
H  2.28825  -4.22898  0.83203
H  1.28350  -2.69780  2.79436
H  -1.00092  -2.12694  2.63052
H  -2.18799  -2.23812  0.58384
H  -1.15384  -3.28691  -1.53771
H  1.04105  -4.40823  -1.19432
O  -1.31451  2.28181  2.07164
C  -0.41644  2.96259  2.96021
C  -0.56137  4.27724  3.42533
C  0.45178  4.88382  4.14734
C  1.64747  4.18774  4.44163
C  1.83134  2.86312  4.02509
C  0.79417  2.27183  3.29930
P  1.11808  0.57017  2.94494
C  0.98549  -0.33276  4.44569
C  -0.17779  -1.05912  4.70652
C  -0.37970  -1.72256  5.89849
C  0.61241  -1.59567  6.86239
C  1.79396  -0.84854  6.64270
C  2.00361  -0.23978  5.39275
C  2.84356  0.48029  2.36921
C  3.42127  1.42480  1.55347
C  4.70729  1.24631  1.00774
C  5.32229  0.05105  1.12438
C  4.80372  -0.90818  1.98573
C  3.60425  -0.71451  2.61056
C  -2.22775  3.05493  1.25455
C  -3.25485  3.83068  1.88335
C  -3.90332  4.82545  1.17294
C  -3.70400  4.88031  -0.18628
C  -2.84007  3.98584  -0.82586
C  -2.12435  3.04880  -0.08885
P  -1.12997  1.77229  -0.92605
C  -0.60170  1.91900  -2.65006
C  0.65300  2.47485  -2.91114
C  1.13180  2.51912  -4.22056
C  0.39230  1.83387  -5.23570
C  -0.81942  1.29986  -4.97456
C  -1.36761  1.34556  -3.68668
C  -2.19805  0.17066  -0.88517
C  -2.15378  -0.87261  -1.84039
C  -3.27018  -1.73059  -1.97192
C  -4.41267  -1.56078  -1.21947
C  -4.45225  -0.57907  -0.23325
C  -3.39762  0.25119  -0.06530
H  -1.37778  4.88779  3.05703
H  0.39295  5.89382  4.50206
H  2.46556  4.61676  5.01308
H  2.80727  2.43112  4.21274
H  -0.95403  -0.81580  4.03893
H  -1.30130  -2.21415  6.05105
H  0.58188  -1.96648  7.85481
H  2.47485  -0.67907  7.48115
H  2.89124  0.42130  5.22013
H  2.97276  2.39103  1.28574
H  5.15724  2.04699  0.42256
H  6.24674  -0.13910  0.57251
H  5.26086  -1.88004  2.02805
H  3.21572  -1.50908  3.22170
H  -3.40838  3.84437  2.95233
H  -4.76671  5.31023  1.61438
H  -4.24376  5.60044  -0.79062
H  -2.71611  3.98689  -1.89627
H  1.22813  2.90640  -2.12443
H  2.06305  3.10168  -4.45887
H  0.76871  1.81063  -6.28135
H  -1.39854  0.81651  -5.74514
H  -2.34177  0.94996  -3.52697
H  -1.24471  -1.03900  -2.44703
H  -3.20427  -2.42401  -2.78378
H  -5.15294  -2.32760  -1.28597
H  -5.31340  -0.33983  0.32083
H  -3.56679  1.09901  0.61254
S  2.57286  -1.67965  -6.18388
C  2.23091  -1.33075  -4.60598
S  3.13024  -0.40494  -3.46710
C  1.92555  -0.80710  -2.26752
N  0.91013  -1.52945  -2.65744
N  1.14490  -1.88139  -3.98333
C  0.31616  -2.87547  -4.55380
C  0.68057  -4.18323  -4.38395
C  -0.12785  -5.18491  -4.96554
C  -1.20236  -4.80183  -5.82346
C  -1.51609  -3.45539  -5.99645
C  -0.77277  -2.46227  -5.39412
S  2.21586  -0.41558  -0.55945
H  1.50260  -4.48852  -3.73128
H  0.20595  -6.21054  -4.86937
H  -1.76904  -5.57537  -6.35498
H  -2.38729  -3.21799  -6.56551
H  -1.04830  -1.40596  -5.42803

No. 2
A cluster of 2 separate species, C4H9O4 in total at a distorted geometry. Source: the OMol25 dataset; level of theory: ωB97M-V/def2-TZVPD.

Calculated values
Spin multiplicity: 4
E in eV: -12477.36284
Net charge: 0
LUMO energy (alpha / beta) in eV: 0.9 / -1.0
Frontier orbital gap (alpha / beta) in eV: 7.610 / 9.339
<S²>: 3.76
Energy relative to the best compared isomer or geometry (same formula, charge and spin) in kcal per mole: 0.00
Largest force on an atom in eV Å⁻¹: 4.6

Geometry (Å):
O  0.13515  -0.57530  0.77701
O  -0.16793  0.57983  0.38058
C  2.62031  -4.57524  4.49380
C  1.75302  -4.38980  3.29000
C  0.72495  -3.27753  3.48255
O  -0.12432  -3.44150  2.29908
C  -0.97690  -2.52960  1.94399
O  1.10088  -5.63186  2.99479
H  3.16480  -3.65077  4.69190
H  2.02798  -4.88537  5.37191
H  3.37818  -5.34630  4.32688
H  2.37117  -4.09973  2.43233
H  0.13342  -3.46105  4.38510
H  1.19926  -2.28550  3.53234
H  -1.47105  -2.64823  0.96880
H  -1.22653  -1.75256  2.66932
H  0.56767  -5.45530  2.19328

No. 3
A cluster of 4 separate species, C5H18O5 in total at a distorted geometry. Source: the OMol25 dataset; level of theory: ωB97M-V/def2-TZVPD.

Calculated values
E in eV: -15711.60703
Net charge: 0
LUMO energy in eV: 0.4
Frontier orbital gap in eV: 10.680
Energy relative to the best compared isomer or geometry (same formula, charge and spin) in kcal per mole: 45.91
Largest force on an atom in eV Å⁻¹: 2.3

Geometry (Å):
O  1.37395  -2.30387  -4.09958
C  0.71420  -1.13946  -3.50868
C  1.43404  0.12015  -3.94247
O  1.66281  0.20737  -5.31317
H  0.64933  -2.90056  -4.29638
H  -0.24818  -1.13388  -4.03307
H  0.58022  -1.26883  -2.43612
H  2.30933  0.27021  -3.29736
H  0.74962  0.91095  -3.61468
H  2.32580  -0.45705  -5.53252
C  1.18831  0.52521  4.84339
O  1.71705  -0.48108  5.64536
H  0.95261  1.37621  5.48535
H  1.88027  0.87922  4.06658
H  0.24996  0.36150  4.29552
H  1.72575  -1.34927  5.23845
C  0.17212  -0.31779  0.89705
O  1.40511  -0.60160  0.23563
H  0.16357  -0.63497  1.94130
H  0.07513  0.77109  0.85859
H  -0.66354  -0.77036  0.37151
H  2.11228  -0.15741  0.70972
C  -3.44549  1.45631  0.74237
O  -4.79448  0.97055  0.94273
H  -3.56047  2.45761  1.16655
H  -2.56007  0.92908  1.09762
H  -3.29821  1.56123  -0.33263
H  -4.87102  0.71944  1.86894

No. 4
A structure of composition C43H36AsBF7N6O3STi at a distorted geometry. Source: the OMol25 dataset; level of theory: ωB97M-V/def2-TZVPD.

Calculated values
Spin multiplicity: 2
E in eV: -174752.67706
Net charge: 0
LUMO energy (alpha / beta) in eV: -0.7 / -0.7
Frontier orbital gap (alpha / beta) in eV: 5.705 / 5.905
<S²>: 0.91
Energy relative to the best compared isomer or geometry (same formula, charge and spin) in kcal per mole: 32.61
Largest force on an atom in eV Å⁻¹: 3.5

Geometry (Å):
Ti  1.22161  -0.23250  -0.14327
C  -2.88230  -2.57875  3.07390
C  -2.32672  -1.32145  3.36414
C  -0.99860  -1.02116  2.99700
C  -0.32127  -1.94405  2.14490
C  -0.85134  -3.21192  1.90794
C  -2.18362  -3.51065  2.31871
N  0.90771  -1.43975  1.74078
C  1.94011  -1.66809  2.51242
C  2.25013  -2.74296  3.37110
C  3.49600  -2.75283  3.99189
C  4.46171  -1.72354  3.88914
C  4.19470  -0.64312  3.07614
C  2.95577  -0.68030  2.37643
N  2.60666  0.25487  1.41107
N  3.27282  1.35945  1.47886
C  2.54916  2.32126  0.83429
C  3.10248  3.62795  0.63471
C  2.39815  4.48674  -0.18962
C  1.10846  4.09340  -0.68896
C  0.54633  2.90261  -0.18052
N  1.35860  1.96470  0.34515
H  -3.79311  -2.89771  3.55164
H  -2.93679  -0.56953  3.84016
H  -0.50458  -0.12171  3.23806
H  -0.21291  -3.93747  1.31271
H  -2.71244  -4.35903  1.88763
H  1.59160  -3.59094  3.43720
H  3.76703  -3.58995  4.66229
H  5.42009  -1.82866  4.47360
H  4.79431  0.27861  3.04476
H  4.06291  3.91154  1.09607
H  2.84768  5.41556  -0.54360
H  0.52784  4.76093  -1.35629
H  -0.52693  2.64643  -0.17501
F  3.41963  -5.17096  -1.75858
C  3.81207  -4.23252  -2.73857
F  2.90484  -4.25198  -3.76183
F  4.99700  -4.67999  -3.25033
C  4.02467  -2.95013  -2.04169
C  5.31040  -2.36780  -1.98522
C  5.49919  -1.01247  -1.54140
C  4.39531  -0.37003  -1.01841
N  3.23819  -1.03506  -0.73070
C  2.96298  -2.22219  -1.33993
S  1.40593  -2.73884  -0.76391
H  6.15927  -3.01461  -2.16419
H  6.48726  -0.58865  -1.46735
H  4.33555  0.65786  -0.68328
N  -1.16311  4.16562  6.17057
C  -1.65736  2.78885  6.00655
C  -2.05464  2.47817  4.50966
O  -1.39595  3.22065  3.61528
O  -2.77763  1.56210  4.22593
H  -1.96250  4.74296  6.48690
H  -0.94984  3.94941  4.14570
H  -0.46601  4.21438  6.91376
H  -2.56670  2.60154  6.64654
H  -0.80411  2.04354  6.29758
F  1.50555  0.43934  -1.90897
B  2.18137  1.57926  -3.03774
F  3.26389  2.04694  -2.47531
F  1.17455  2.45625  -3.10835
F  2.36345  0.66376  -4.01758
O  -0.60746  0.03945  -0.65900
As  -2.00054  -0.00879  -1.71813
C  -1.96570  -1.56084  -2.79823
C  -3.08555  -2.33318  -2.91717
C  -3.04300  -3.50284  -3.67753
C  -1.89378  -3.89271  -4.33838
C  -0.73222  -3.08792  -4.21951
C  -0.76127  -1.94970  -3.43687
C  -3.61145  0.23610  -0.70810
C  -3.49058  0.14779  0.66168
C  -4.59554  0.29467  1.47958
C  -5.82192  0.58350  0.83388
C  -5.91276  0.77497  -0.52381
C  -4.79011  0.62930  -1.33431
C  -1.81583  1.45614  -2.95561
C  -2.30838  2.75121  -2.61865
C  -2.08539  3.84674  -3.41812
C  -1.39572  3.69945  -4.61196
C  -1.01109  2.44135  -5.00918
C  -1.31056  1.28236  -4.26136
H  -3.95246  -2.19175  -2.32350
H  -3.91394  -4.12594  -3.68744
H  -1.79265  -4.85364  -4.92332
H  0.21014  -3.38378  -4.72669
H  0.11862  -1.33404  -3.31347
H  -2.45735  -0.01643  1.06518
H  -4.49569  0.25132  2.53425
H  -6.73574  0.53115  1.44972
H  -6.89501  0.98277  -0.99465
H  -4.89869  0.75119  -2.44379
H  -2.81410  2.92149  -1.67853
H  -2.42561  4.84759  -3.12451
H  -1.16414  4.62827  -5.18520
H  -0.30301  2.25798  -5.79721
H  -1.01602  0.25336  -4.58057